(1)
Here is C2H3NS in the gas phase at a distorted geometry from OMol25. Energies are from ωB97M-V/def2-TZVPD.

The charge is 0. The calculation puts the LUMO energy (alpha / beta) at 0.056 / 0.056 eV. As for the relative energy (zero: lowest compared OMol25 entry of this formula, charge and spin): 343.0 kJ/mol. Its structure (SMILES) is C1=NCS1. For the frontier orbital gap (alpha / beta), the calculation gives 8.7 / 8.8 eV.

Atoms and positions in Å:
C: -0.79895 -1.22380 0.17674
N: 0.78179 -0.77657 0.02366
C: 0.37818 0.60764 0.08201
S: -1.44380 0.35393 -0.02562
H: -1.23102 -2.19649 0.43147
H: 0.57654 0.95819 0.99497
H: 0.95175 1.08301 -0.78737

These are the Mulliken partial charges, in e, on atoms 1 to 2: C -0.129; N -0.433



(2)
Here is a molecular structure, C2H3NS at a distorted geometry from OMol25. Energies are from ωB97M-V/def2-TZVPD.

The charge is 0. The calculation puts the LUMO energy at -0.410 eV. As for the relative energy (zero: lowest compared OMol25 entry of this formula, charge and spin): 363.2 kJ/mol. For the frontier orbital gap, the calculation gives 9.0 eV.

Atoms and positions in Å:
C: 1.11295 -1.59269 -0.66693
C: -0.25731 -0.11004 -0.40426
N: -0.53579 -0.22332 0.82629
S: 1.85805 -2.28534 0.43925
H: 0.73274 0.43502 -0.74820
H: -0.97060 -0.39400 -1.14796
H: 0.24332 0.21032 1.43461

These are the Mulliken partial charges, in e, on atoms 1 to 2: C 0.040; C -0.314



Table of energy (eV), in record order: -14443.9143, -14443.7049